1.
Entry from the OMol25 dataset: C17H18N4O3PdS6 as an isolated structure (wB97M-V/def2-TZVPD).

ORCA input file:
```
! wB97M-V def2-TZVPD RIJCOSX def2/J DEFGRID3
* xyz 0 1
Pd -1.541 0.017 -0.563
N 5.681 1.305 3.410
C 4.830 0.961 2.374
C 3.676 0.209 2.625
C 2.857 -0.177 1.583
C 3.169 0.186 0.281
C 4.303 0.936 0.019
C 5.132 1.317 1.056
S 2.114 -0.330 -1.037
O 2.625 0.215 -2.263
O 1.915 -1.748 -0.931
N 0.671 0.339 -0.668
C 0.491 1.659 -0.612
N 1.427 2.614 -0.647
C 0.999 3.861 -0.544
C -0.337 4.224 -0.399
C -1.250 3.189 -0.362
N -0.844 1.934 -0.465
H 5.297 1.290 4.338
H 6.319 2.063 3.241
H 3.436 -0.080 3.642
H 1.974 -0.776 1.777
H 4.519 1.223 -1.002
H 6.023 1.898 0.850
H 1.769 4.627 -0.578
H -0.642 5.255 -0.322
H -2.315 3.357 -0.252
S -6.991 -0.308 4.226
C -5.716 -0.267 3.243
S -4.082 -0.597 3.747
C -3.255 -0.312 2.235
C -4.200 0.054 1.097
S -3.787 0.341 -0.447
S -5.865 0.171 1.550
S -1.662 -0.425 2.110
C -0.970 -1.841 -2.965
C -1.891 -2.527 -1.955
C -1.429 -3.970 -1.742
C -3.337 -2.501 -2.468
O -1.843 -1.930 -0.681
H -0.971 -2.392 -3.908
H 0.050 -1.812 -2.585
H -1.308 -0.822 -3.175
H -1.493 -4.546 -2.668
H -2.054 -4.449 -0.987
H -0.395 -3.966 -1.396
H -3.441 -3.037 -3.415
H -3.659 -1.469 -2.635
H -3.999 -2.962 -1.732
*
```

Results
HOMO level   -8.0816 eV
LUMO level   -3.046 eV
Kohn-Sham gap   5.036 eV

Results of the Löwdin charge analysis, in e, for atoms 1 through 4: Pd 0.68; N 0.10; C -0.32; C -0.03


2.
Entry from the OMol25 dataset: an isolated molecule of C11H12N2O2 at a distorted geometry (wB97M-V/def2-TZVPD).

ORCA input file:
```
! wB97M-V def2-TZVPD RIJCOSX def2/J DEFGRID3
* xyz 0 1
C 2.390 -0.895 -0.318
C 3.073 0.354 0.375
C 1.452 -0.389 -1.389
C 0.312 0.467 -0.823
C 0.380 1.768 -0.524
C -1.049 0.058 -0.428
C -1.718 1.181 0.051
C -1.685 -1.183 -0.451
C -3.050 1.161 0.601
C -2.985 -1.240 0.092
C -3.640 -0.106 0.582
H 2.143 -2.349 1.177
H 0.790 -1.281 0.952
H 3.243 -1.439 -0.790
H 2.030 0.297 -2.082
H 1.002 -1.211 -1.998
H 1.262 2.445 -0.609
H -0.932 3.146 0.309
H -1.245 -2.109 -0.826
H -3.594 2.048 0.905
H -3.488 -2.249 0.252
H -4.648 -0.288 0.973
H 2.501 -0.322 2.015
N 1.612 -1.717 0.578
N -0.812 2.229 -0.089
O 3.667 1.172 -0.270
O 2.990 0.453 1.736
*
```

Results
HOMO level   -8.0889 eV
LUMO level   0.683 eV
Kohn-Sham gap   8.772 eV

Results of the Löwdin charge analysis, in e, for atoms 1 through 4: C -0.30; C -0.47; C -0.11; C -0.17


3.
Entry from the OMol25 dataset: C34H57N3O2PtSeSi as an isolated structure at a distorted geometry (wB97M-V/def2-TZVPD).

ORCA input file:
```
! wB97M-V def2-TZVPD RIJCOSX def2/J DEFGRID3
* xyz 0 3
O -0.808 1.826 -1.981
O -5.309 -3.004 -3.747
C -2.095 2.396 -1.599
C -2.272 3.770 -2.195
H -2.119 2.426 -0.497
H -2.923 1.729 -1.891
H -1.561 4.464 -1.738
H -3.284 4.138 -1.994
H -2.120 3.742 -3.281
C -0.884 0.959 -3.135
C -2.234 0.714 -3.795
H -0.458 -0.004 -2.815
H -0.173 1.388 -3.852
H -2.856 0.036 -3.193
H -2.048 0.205 -4.750
H -2.789 1.635 -4.015
C -3.976 -3.449 -3.525
C -5.990 -2.744 -2.523
C -3.156 -3.330 -4.797
H -3.992 -4.504 -3.188
H -3.488 -2.849 -2.727
H -3.722 -3.629 -5.680
H -2.280 -3.973 -4.702
H -2.805 -2.303 -4.937
C -7.439 -2.362 -2.773
H -5.498 -1.890 -2.011
H -5.949 -3.624 -1.846
H -7.495 -1.409 -3.311
H -7.932 -2.244 -1.804
H -7.961 -3.129 -3.350
H -2.767 -1.328 0.745
N 0.499 1.389 1.774
C 0.884 0.855 2.944
C 1.123 -0.503 3.106
C 1.423 -1.433 2.119
C 1.044 1.779 4.129
H 0.137 2.377 4.315
H 1.890 2.477 3.985
H 1.259 1.188 5.036
C 2.012 -2.764 2.536
H 3.104 -2.809 2.365
H 1.548 -3.621 2.025
H 1.861 -2.903 3.616
N 1.305 -1.176 0.795
C 0.315 2.795 1.622
C -0.991 3.308 1.697
C -2.096 2.470 2.267
C -1.221 4.567 1.133
H -2.236 4.972 1.146
C -0.178 5.272 0.526
H -0.381 6.228 0.039
C 1.129 4.782 0.547
H 1.955 5.336 0.088
C 1.400 3.549 1.144
C 2.790 2.984 1.138
C 1.969 -2.034 -0.153
C 1.245 -3.036 -0.826
C -0.219 -3.233 -0.567
C 1.944 -3.846 -1.723
H 1.399 -4.622 -2.254
C 3.311 -3.656 -1.928
H 3.843 -4.289 -2.640
C 4.009 -2.676 -1.231
H 5.081 -2.530 -1.367
C 3.348 -1.843 -0.326
C 4.078 -0.782 0.436
Pt 0.801 0.590 -0.044
H -3.040 2.629 1.729
H -2.280 2.710 3.324
H -1.858 1.399 2.214
H 2.967 2.286 1.965
H 3.509 3.809 1.245
H 3.021 2.467 0.196
H -0.723 -3.582 -1.480
H -0.698 -2.297 -0.248
H -0.400 -3.994 0.211
H 3.401 -0.028 0.862
H 4.770 -0.251 -0.228
H 4.667 -1.210 1.258
H 1.201 -0.869 4.137
C -3.805 -1.222 0.665
Si -4.156 -2.140 2.279
H -4.153 -0.195 0.665
H -4.150 -1.764 -0.217
C -5.765 -1.508 2.948
C -2.687 -1.626 3.336
C -3.766 -3.875 1.676
H -3.881 -3.939 0.586
H -4.401 -4.639 2.128
H -2.720 -4.128 1.900
H -5.686 -0.428 3.134
H -6.017 -1.986 3.898
H -6.593 -1.658 2.248
H -2.477 -0.557 3.196
H -1.796 -2.188 3.022
H -2.864 -1.813 4.401
Se 3.728 1.994 -3.607
C 2.661 1.277 -2.411
N 1.917 0.762 -1.603
*
```

Results
HOMO level (alpha / beta)   -6.8777 / -7.6751 eV
LUMO level (alpha / beta)   0.451 / -1.522 eV
Kohn-Sham gap (alpha / beta)   7.328 / 6.153 eV

Results of the Löwdin charge analysis, in e, for atoms 1 through 4: O -0.24; O -0.16; C -0.26; C -0.06


4.
Entry from the OMol25 dataset: C23H27FeN6OS2Sb as an isolated structure (wB97M-V/def2-TZVPD).

ORCA input file:
```
! wB97M-V def2-TZVPD RIJCOSX def2/J DEFGRID3
* xyz 0 1
Fe -0.468 -0.568 -0.167
C 0.613 3.444 -3.806
S 1.730 2.174 -3.183
C 0.689 1.225 -2.165
S 1.421 -0.120 -1.388
N -0.581 1.611 -2.057
N -1.278 0.805 -1.215
C -2.540 1.012 -1.043
C -3.190 0.111 -0.091
C -4.543 0.153 0.222
C -5.050 -0.754 1.135
C -4.197 -1.684 1.714
C -2.858 -1.663 1.358
N -2.366 -0.791 0.485
H 1.216 4.077 -4.455
H 0.205 4.032 -2.988
H -0.198 2.995 -4.373
H -3.064 1.805 -1.564
H -5.178 0.888 -0.254
H -6.101 -0.739 1.392
H -4.555 -2.411 2.429
H -2.146 -2.363 1.779
O 0.348 -4.221 1.308
C 0.096 -3.205 0.653
N 0.303 -1.933 0.947
C 0.911 -1.510 2.178
C 0.429 -0.099 2.473
C 0.594 0.497 3.715
C 0.185 1.804 3.905
C -0.387 2.486 2.841
C -0.527 1.829 1.635
N -0.136 0.566 1.447
C -0.573 -3.304 -0.714
C -0.827 -4.523 -1.313
C -1.421 -4.543 -2.564
C -1.741 -3.338 -3.175
C -1.457 -2.157 -2.513
N -0.893 -2.138 -1.307
H 0.712 -2.191 3.011
H 2.005 -1.459 2.074
H 1.048 -0.070 4.517
H 0.312 2.286 4.866
H -0.711 3.513 2.936
H -0.946 2.333 0.774
H -0.545 -5.418 -0.776
H -1.629 -5.482 -3.060
H -2.198 -3.308 -4.154
H -1.678 -1.192 -2.952
C 4.287 3.508 -0.020
Sb 3.079 2.046 1.008
C 3.790 2.694 2.953
C 4.506 0.452 0.769
H 5.278 3.587 0.425
H 3.788 4.476 0.032
H 4.382 3.227 -1.069
H 4.865 2.544 3.060
H 3.272 2.158 3.748
H 3.572 3.758 3.057
H 5.340 0.574 1.458
H 4.874 0.476 -0.256
H 4.035 -0.517 0.932
*
```

Results
HOMO level   -7.1564 eV
LUMO level   -0.510 eV
Kohn-Sham gap   6.646 eV

Results of the Löwdin charge analysis, in e, for atoms 1 through 4: Fe 0.16; C -0.41; S 0.84; C -1.09


5.
Entry from the OMol25 dataset: C30H32CoN4O3STe as an isolated structure at a distorted geometry (wB97M-V/def2-TZVPD).

ORCA input file:
```
! wB97M-V def2-TZVPD RIJCOSX def2/J DEFGRID3
* xyz 0 2
Co -0.121 1.632 2.349
N 0.247 1.049 4.394
C -0.378 -0.241 4.688
C -1.456 -0.574 3.624
O -2.194 -1.525 3.810
O -1.442 0.204 2.607
H 1.234 1.079 4.613
H -0.239 1.808 4.868
H -0.869 -0.268 5.661
H 0.362 -1.040 4.650
C -6.073 3.624 3.397
C -4.672 3.411 3.879
C -4.400 2.979 5.175
C -3.071 2.811 5.501
N -2.084 2.994 4.627
C -2.436 3.374 3.387
S -1.175 3.621 2.187
N -3.690 3.629 3.010
H -6.692 4.078 4.170
H -6.511 2.658 3.136
H -6.061 4.248 2.507
H -5.185 2.778 5.889
H -2.770 2.530 6.506
C -1.662 -2.110 -6.968
C -1.297 -1.619 -5.594
C -0.509 -0.492 -5.413
C -0.190 -0.032 -4.138
C 0.655 1.207 -3.982
C -0.655 -0.738 -3.034
Te -0.337 -0.065 -0.952
N 0.688 1.172 0.550
C 1.921 1.268 0.995
O 2.018 1.572 2.226
C 3.143 1.087 0.168
C 3.121 1.311 -1.205
C 4.282 1.188 -1.949
C 5.469 0.828 -1.328
C 5.496 0.609 0.042
C 4.339 0.746 0.791
C 1.190 -1.531 -0.769
C 2.051 -1.736 -1.842
C 3.074 -2.662 -1.756
C 3.240 -3.394 -0.591
C 2.377 -3.199 0.475
C 1.337 -2.276 0.409
C 0.421 -2.106 1.587
C -1.461 -1.867 -3.183
C -1.999 -2.626 -1.995
C -1.768 -2.290 -4.469
H -1.086 -1.596 -7.736
H -2.723 -1.937 -7.157
H -1.482 -3.181 -7.053
H -0.133 0.045 -6.276
H 0.630 1.811 -4.887
H 1.698 0.948 -3.779
H 0.295 1.814 -3.148
H 2.194 1.609 -1.676
H 4.262 1.389 -3.013
H 6.374 0.721 -1.912
H 6.427 0.344 0.527
H 4.342 0.591 1.862
H 1.914 -1.174 -2.756
H 3.738 -2.814 -2.596
H 4.030 -4.130 -0.515
H 2.501 -3.778 1.382
H 0.480 -2.955 2.265
H -0.618 -1.982 1.280
H 0.698 -1.205 2.138
H -2.535 -1.962 -1.313
H -1.185 -3.098 -1.439
H -2.689 -3.403 -2.318
H -2.401 -3.161 -4.595
*
```

Results
HOMO level (alpha / beta)   -7.2733 / -6.9743 eV
LUMO level (alpha / beta)   -2.359 / -2.609 eV
Kohn-Sham gap (alpha / beta)   4.914 / 4.365 eV

Results of the Löwdin charge analysis, in e, for atoms 1 through 4: Co 0.36; N 0.01; C -0.13; C -0.67


6.
Entry from the OMol25 dataset: an isolated ion of composition C7H8N5 and charge +1 at a distorted geometry (wB97M-V/def2-TZVPD).

ORCA input file:
```
! wB97M-V def2-TZVPD RIJCOSX def2/J DEFGRID3
* xyz 1 1
C 2.173 -2.166 -0.309
C -3.337 -0.919 -0.761
C 0.740 1.975 0.460
C 0.742 -0.404 0.414
C -0.594 -0.798 -0.066
C 1.659 -1.499 0.910
C -2.718 0.226 -0.191
N 2.549 -2.516 -1.377
N -3.791 -1.864 -1.233
N 1.155 0.804 0.509
N -1.536 0.303 0.177
N 1.206 2.835 -0.505
H 0.106 2.480 1.095
H -0.625 -0.891 -1.155
H -1.246 -1.580 0.369
H 2.546 -1.181 1.478
H 1.199 -2.266 1.619
H 2.024 2.566 -1.111
H -3.415 1.038 0.083
H 1.164 3.858 -0.404
*
```

Results
HOMO level   -14.8801 eV
LUMO level   -5.130 eV
Kohn-Sham gap   9.750 eV

Results of the Löwdin charge analysis, in e, for atoms 1 through 4: C -0.19; C -0.18; C -0.13; C -0.17


E_tot for the records above, in order: -3620.313663 -686.377239 -4454.642715 -3596.800213 -3656.040013 -544.962708 Eh
Energy above the lowest of the compared OMol25 structures with the same formula, charge and spin for the records above, in order: 0.0 16.7 0.0 0.0 85.6 40.6 kcal per mole